Entry from the Open Molecules 2025 dataset: a structure of composition C42H28Cl5OP2SV (the ωB97M-V functional and the def2-TZVPD basis).

Structure (XYZ):
```
80
Properties=species:S:1:pos:R:3:forces:R:3
V 1.128 0.370 0.564 -0.3 -0.7 1.4
O 2.802 2.499 -1.288 -0.8 -0.3 0.0
S 1.444 1.919 -1.146 1.0 0.8 -0.3
C 0.358 3.282 -0.765 0.0 0.1 0.0
C 0.574 4.465 -1.461 -0.1 0.0 0.1
C -0.128 5.595 -1.083 -0.1 0.1 0.0
C -1.005 5.552 -0.003 0.0 0.0 0.0
C -1.189 4.377 0.708 0.0 0.0 -0.1
C -0.501 3.221 0.337 0.0 0.0 -0.1
P -0.722 1.664 1.248 -0.8 0.6 -0.1
C 0.283 1.726 2.753 0.1 0.0 -0.1
C 0.362 0.532 3.497 0.1 0.0 -0.1
C 1.183 0.463 4.612 0.0 0.0 0.0
C 1.943 1.569 4.976 0.0 0.0 0.1
C 1.894 2.739 4.229 0.0 0.0 0.0
C 1.074 2.820 3.113 0.0 0.0 0.0
C -2.482 1.574 1.623 0.0 0.0 0.1
C -2.944 1.240 2.892 -0.1 -0.1 0.1
C -4.311 1.193 3.136 0.1 0.0 0.0
C -5.209 1.488 2.122 0.0 0.0 0.0
C -4.749 1.841 0.858 0.0 0.0 0.0
C -3.388 1.884 0.606 -0.1 0.1 0.0
C 0.987 1.203 -2.688 0.1 0.0 -0.2
C 1.309 1.934 -3.827 0.0 -0.2 0.0
C 1.115 1.349 -5.063 0.0 0.0 -0.1
C 0.623 0.050 -5.141 0.0 0.0 -0.1
C 0.319 -0.667 -3.995 0.0 -0.1 0.0
C 0.509 -0.108 -2.733 0.0 0.1 0.1
P -0.002 -0.961 -1.181 0.1 -0.2 -0.3
C -1.591 -1.665 -1.659 0.0 0.2 0.0
C -2.771 -0.983 -1.401 -0.1 0.0 0.1
C -3.981 -1.477 -1.870 0.0 0.0 0.0
C -4.003 -2.651 -2.609 0.0 0.0 0.0
C -2.820 -3.337 -2.871 0.0 0.0 0.0
C -1.615 -2.850 -2.393 0.0 0.0 -0.1
C 1.184 -2.304 -0.723 0.0 -0.2 0.3
C 1.237 -2.648 1.519 0.2 0.0 -0.3
C 2.258 -3.786 1.789 0.0 0.0 -0.1
C 3.088 -4.368 -0.183 0.0 0.2 0.0
C 3.056 -3.676 -1.506 0.1 0.0 0.1
C 2.138 -2.758 -1.781 -0.1 0.1 0.1
H 1.299 4.513 -2.262 0.0 0.0 0.0
H 0.021 6.521 -1.625 0.0 0.0 0.0
H -1.540 6.447 0.290 0.0 0.0 0.0
H -1.877 4.354 1.545 0.0 0.0 0.0
H -0.243 -0.328 3.223 -0.1 0.0 0.0
H 1.229 -0.447 5.198 0.0 0.0 0.0
H 2.585 1.516 5.847 0.0 0.0 0.0
H 2.498 3.591 4.515 0.0 0.0 0.0
H 1.048 3.729 2.525 0.0 0.0 0.0
H -2.255 1.029 3.699 0.0 0.0 0.0
H -4.672 0.939 4.125 0.0 0.0 0.0
H -6.273 1.459 2.320 0.0 0.0 0.0
H -5.452 2.096 0.074 0.0 0.0 0.0
H -3.040 2.197 -0.371 0.0 0.0 0.0
H 1.743 2.922 -3.749 0.0 0.0 0.0
H 1.357 1.897 -5.964 0.0 0.0 0.0
H 0.476 -0.412 -6.108 0.0 0.0 0.0
H -0.076 -1.669 -4.094 0.0 0.0 0.0
H -2.760 -0.076 -0.815 0.0 0.1 0.0
H -4.903 -0.949 -1.657 0.1 0.0 0.0
H -4.944 -3.040 -2.977 0.0 0.0 0.0
H -2.841 -4.259 -3.436 0.0 0.0 0.0
H -0.704 -3.408 -2.582 0.0 0.0 0.0
H 0.606 -2.373 2.360 0.0 0.0 0.0
H 2.267 -4.225 2.782 0.0 0.0 0.0
H 3.587 -5.328 -0.269 0.0 -0.1 0.0
H 3.779 -3.966 -2.259 0.0 0.0 0.0
H 2.123 -2.280 -2.754 0.0 0.0 0.0
Cl 3.524 0.455 0.783 0.6 -0.2 0.0
C 3.218 -1.306 0.747 -0.5 0.3 -0.2
C 1.790 -1.559 0.569 0.1 -0.5 -0.2
C 0.659 -3.410 0.313 0.2 0.1 -0.1
Cl -1.011 -3.926 0.434 0.1 0.0 -0.1
C 1.730 -4.547 0.541 -0.1 0.2 0.0
Cl 1.168 -6.191 0.614 -0.1 -0.1 0.0
C 3.660 -3.638 1.109 -0.1 0.1 -0.1
Cl 4.835 -4.669 1.923 0.1 0.0 0.1
C 4.152 -2.207 0.987 0.2 -0.2 0.0
Cl 5.782 -1.761 1.192 0.1 -0.2 0.0
```
Positions in Å, forces in eV/Å.

The value obtained for the HOMO energy (alpha / beta) is -14.01 / -14.06 eV. Its multiplicity is 3. Its expectation value of S² is 2.059. As for the total charge: +2.



Entry from the Open Molecules 2025 dataset: a cluster of 2 separate species, C2H4ClN in total (the ωB97M-V functional and the def2-TZVPD basis).

Structure (XYZ):
```
8
Properties=species:S:1:pos:R:3:forces:R:3
C -0.865 -0.179 -0.067 4.2 2.2 -0.2
C 1.132 0.587 -0.330 -4.8 -0.5 0.6
N -1.054 -1.299 0.331 -1.9 -2.7 2.1
Cl 2.263 -0.545 0.248 0.3 -0.2 -0.4
H -1.371 0.744 -0.053 -1.3 1.0 -0.1
H 0.951 0.849 -1.376 1.1 -0.3 0.2
H 0.923 1.400 0.382 0.5 -0.3 -0.5
H -1.979 -1.557 0.865 1.9 0.8 -1.7
```
Positions in Å, forces in eV/Å.

The value obtained for the HOMO energy is -8.25 eV. As for the total charge: 0. For the energy above the lowest of the compared OMol25 structures with the same formula, charge and spin, the calculation gives 3.059 eV.



Entry from the Open Molecules 2025 dataset: a cluster of 2 separate species, C43H50O3P in total (the ωB97M-V functional and the def2-TZVPD basis).

Structure (XYZ):
```
97
Properties=species:S:1:pos:R:3:forces:R:3
C -5.294 3.313 -1.428 0.0 0.2 0.0
C -4.442 2.226 -2.019 0.3 0.0 0.3
C -3.915 1.213 -1.213 -0.2 -0.1 -0.1
C -3.119 0.198 -1.753 -0.1 0.5 -0.1
C -2.725 -0.942 -0.852 0.4 -0.2 0.4
C -2.739 0.287 -3.107 -0.4 -0.1 0.1
C -1.707 -0.631 -3.727 -0.3 0.5 0.0
C -2.393 -1.892 -4.273 0.2 -0.3 0.2
C -0.470 -0.969 -2.839 0.6 -1.4 0.2
C 0.156 0.066 -1.957 -0.1 1.1 -0.7
C 1.535 0.442 -2.189 1.2 0.1 -0.1
C 1.846 1.753 -2.669 -0.3 -0.1 0.6
C 0.778 2.640 -3.248 -0.2 0.3 0.0
C 3.162 2.183 -2.707 0.1 -0.2 -0.2
C 4.225 1.344 -2.356 -0.5 0.1 0.1
C 5.619 1.878 -2.335 0.3 0.0 0.1
C 3.938 0.013 -2.046 0.2 0.2 -0.3
C 2.636 -0.467 -2.025 -0.6 0.3 -0.4
C 2.420 -1.936 -1.870 0.1 -0.4 0.3
C -3.392 1.208 -3.950 0.7 0.0 0.3
C -3.227 1.158 -5.447 0.1 0.3 -0.2
C -4.164 2.212 -3.382 -0.4 0.0 0.1
H -5.659 3.958 -2.232 0.0 0.0 0.2
H -6.158 2.904 -0.888 0.2 0.1 -0.1
H -4.716 3.926 -0.723 -0.1 -0.1 -0.1
H -4.134 1.202 -0.129 -0.1 -0.1 -0.7
H -2.934 -1.936 -1.284 0.1 0.5 0.1
H -1.652 -0.900 -0.601 -0.5 -0.2 0.0
H -3.266 -0.878 0.102 0.1 0.0 -0.3
H -1.294 -0.110 -4.603 -0.1 0.0 0.3
H -3.246 -1.628 -4.913 0.3 0.0 0.3
H -1.699 -2.493 -4.869 -0.1 0.0 0.1
H -2.773 -2.509 -3.447 0.1 0.1 -0.2
H -0.703 -1.857 -2.232 0.0 0.0 -0.1
H 0.321 -1.290 -3.544 -0.4 0.0 0.4
H -0.513 0.807 -1.492 0.3 -0.1 -0.6
H 1.228 3.608 -3.506 -0.3 -0.2 0.1
H 0.367 2.215 -4.183 0.2 0.1 0.4
H -0.067 2.803 -2.559 0.2 0.0 -0.2
H 3.370 3.199 -3.052 0.0 -0.3 0.1
H 6.309 1.131 -1.938 0.0 0.1 -0.1
H 5.964 2.173 -3.332 -0.1 -0.1 0.1
H 5.676 2.772 -1.704 0.0 -0.1 -0.1
H 4.770 -0.676 -1.863 -0.4 0.2 0.0
H 3.351 -2.426 -1.568 -0.2 0.1 0.0
H 1.664 -2.146 -1.112 0.1 0.0 -0.2
H 2.101 -2.412 -2.808 0.0 0.2 0.2
H -3.882 1.894 -5.923 0.1 -0.1 0.1
H -2.199 1.395 -5.753 -0.2 -0.1 0.0
H -3.478 0.176 -5.869 0.1 0.3 0.1
H -4.558 3.008 -4.018 -0.1 -0.3 0.1
C -0.209 -6.801 2.820 -0.3 0.4 0.3
O -0.813 -5.617 3.385 0.1 0.2 -0.5
C -0.653 -4.439 2.726 0.1 0.1 -0.3
C -1.207 -3.275 3.322 0.5 -0.9 -0.3
C -0.934 -2.036 2.777 0.2 0.4 -0.4
C -0.178 -1.895 1.593 -0.1 -0.6 -0.8
P 0.389 -0.268 0.868 0.3 -1.0 2.6
C -0.375 0.798 2.187 -0.9 0.8 -0.6
C 0.243 1.133 3.411 0.1 -0.1 -0.4
C -0.447 1.777 4.422 -1.0 0.1 -0.2
C -1.829 2.048 4.253 -0.3 -0.1 -0.4
O -2.493 2.516 5.343 0.0 0.0 -0.5
C -3.915 2.734 5.273 0.6 0.0 0.1
C -2.452 1.817 2.995 0.3 0.1 0.7
C -1.708 1.218 1.981 0.5 -0.1 0.1
C 2.080 -0.261 1.631 0.7 0.4 -0.7
C 2.889 0.875 1.401 -0.3 -0.6 0.0
C 4.093 1.060 2.073 0.2 -0.4 0.6
C 4.493 0.101 3.042 -0.1 0.3 -0.3
O 5.570 0.254 3.862 -0.2 0.1 -0.5
C 6.321 1.483 3.843 -0.3 -0.5 0.0
C 3.744 -1.091 3.209 0.4 0.9 0.0
C 2.547 -1.237 2.534 -0.2 0.0 -0.3
C 0.253 -3.075 0.949 -0.3 0.5 0.3
C 0.039 -4.333 1.494 -0.3 -0.2 0.6
H -0.509 -7.597 3.502 0.1 0.0 -0.2
H -0.593 -6.996 1.812 0.0 0.0 0.2
H 0.884 -6.711 2.796 -0.2 0.0 0.0
H -1.818 -3.386 4.218 0.3 0.1 -0.2
H -1.293 -1.152 3.300 0.0 -0.2 -0.2
H 1.280 0.865 3.594 -0.2 0.1 -0.1
H 0.039 2.057 5.357 -0.2 -0.2 -0.2
H -4.160 3.148 6.253 -0.1 -0.1 -0.2
H -4.168 3.451 4.484 0.0 -0.1 0.2
H -4.453 1.790 5.117 0.1 0.1 0.0
H -3.496 2.102 2.819 0.5 -0.2 0.1
H -2.175 1.048 1.006 0.1 0.0 0.3
H 2.541 1.645 0.707 0.2 -0.2 0.1
H 4.712 1.941 1.866 -0.4 -0.4 0.2
H 7.111 1.312 4.575 -0.1 0.2 -0.2
H 6.753 1.665 2.853 0.0 0.0 0.2
H 5.700 2.333 4.151 0.1 -0.2 -0.1
H 4.114 -1.853 3.894 -0.2 0.3 -0.1
H 1.942 -2.114 2.751 0.1 0.1 -0.1
H 0.808 -3.019 0.015 -0.2 -0.1 0.3
H 0.411 -5.224 0.971 -0.2 0.5 0.3
```
Positions in Å, forces in eV/Å.

The value obtained for the HOMO energy is -10.41 eV. As for the total charge: +1. For the energy above the lowest of the compared OMol25 structures with the same formula, charge and spin, the calculation gives 0.828 eV.



Table of total energy (eV), in record order: -163750.7660, -16148.0183, -60825.5937